1) ORCA calculation (wB97M-V/def2-TZVPD) on a cluster of 8 separate species, H16O8 in total.

Each line ends with the Löwdin charge.
Geometry (Å):
H1 0.8390 -0.3474 0.2423  0.018
H2 1.8382 -0.6493 -0.8624  0.046
H3 -0.9935 2.1501 0.6910  0.039
H4 0.1780 2.9030 0.0820  0.026
H5 -1.2563 0.3319 -1.8462  0.041
H6 -0.1317 -0.2948 -1.0385  0.022
H7 -2.5106 -1.5037 2.0886  -0.014
H8 -1.5800 -0.7882 3.0541  0.029
H9 2.4621 4.9777 0.7571  0.039
H10 2.7799 4.1441 -0.4735  0.044
H11 -4.1399 -0.0085 0.7005  0.064
H12 -2.6253 0.1110 0.7428  0.036
H13 -2.2957 -1.2284 -1.9287  -0.008
H14 -3.0451 -2.4123 -2.5175  0.042
H15 4.2662 -3.1948 0.4938  0.032
H16 5.6008 -3.9215 0.4662  0.032
O1 1.7234 -0.1194 -0.0656  -0.048
O2 -0.4484 2.1941 -0.1027  -0.078
O3 -0.5198 0.5574 -1.2667  -0.086
O4 -1.7353 -1.6462 2.6433  -0.068
O5 2.0419 4.4682 0.0550  -0.050
O6 -3.3344 -0.5360 0.6557  -0.042
O7 -2.2065 -1.9403 -2.5723  -0.053
O8 5.0932 -3.2466 0.0015  -0.064

Values from the calculation:
molar mass	144.12	u
frontier orbital gap	10.3	eV
total charge	0
LUMO level	0.060	eV
multiplicity	1
structure (SMILES)	O.O.O.O.O.O.O.O



2) ORCA calculation (wB97M-V/def2-TZVPD) on a cluster of 8 separate species, H16O8 in total.

Each line ends with the Löwdin charge.
Geometry (Å):
O1 -1.1382 -25.0683 -20.9268  -0.049
H1 -0.5531 -25.8200 -21.0536  0.011
H2 -0.7475 -24.3716 -21.4734  0.000
O2 -3.6561 -24.1016 -21.1897  -0.077
H3 -3.4791 -23.8515 -22.0977  0.002
H4 -2.8600 -24.5623 -20.9005  -0.024
O3 2.0207 -26.9259 -23.5264  -0.058
H5 1.7995 -26.5696 -22.6605  -0.028
H6 2.8607 -27.3696 -23.3964  0.032
O4 -2.6698 -21.8004 -23.0020  -0.047
H7 -1.7833 -22.1483 -22.8694  -0.017
H8 -2.6072 -20.8732 -22.7655  0.037
O5 2.4192 -25.8865 -21.0452  -0.036
H9 2.5110 -24.9310 -21.0405  0.078
H10 2.8487 -26.1737 -20.2350  0.080
O6 -1.7889 -28.8248 -21.6650  -0.063
H11 -2.4684 -28.9305 -20.9964  0.030
H12 -1.0470 -28.4228 -21.1989  -0.034
O7 -0.1042 -23.0190 -22.5399  -0.027
H13 0.2349 -22.3543 -21.9343  0.079
H14 0.6780 -23.3906 -22.9558  0.074
O8 0.2985 -27.5896 -20.3942  -0.043
H15 1.1236 -27.1129 -20.5400  0.004
H16 0.5223 -28.2652 -19.7499  0.075

Values from the calculation:
molar mass	144.12	u
frontier orbital gap	9.0	eV
total charge	0
LUMO level	-0.751	eV
multiplicity	1
structure (SMILES)	O.O.O.O.O.O.O.O



3) ORCA calculation (wB97M-V/def2-TZVPD) on a cluster of 8 separate species, H16O8 in total.

Each line ends with the Löwdin charge.
Geometry (Å):
H1 -0.4444 0.3004 0.1904  0.031
H2 0.7591 1.2243 0.2797  0.030
H3 0.4947 -3.2975 0.8854  0.034
H4 0.6238 -4.8119 0.8792  0.042
H5 2.4300 3.3977 -0.5933  0.027
H6 3.4421 3.7738 0.4764  0.035
H7 -0.0907 -1.1376 -2.5808  0.015
H8 -1.2226 -0.3813 -3.2568  0.030
H9 0.6858 1.9926 3.4873  0.034
H10 0.3724 0.7113 4.2423  0.026
H11 -1.7253 1.9683 -1.4180  0.015
H12 -2.6128 2.8145 -2.3159  0.039
H13 -2.1584 -0.3082 3.6212  0.025
H14 -2.8075 0.8211 2.8379  0.030
H15 0.7994 -2.9159 -3.2961  0.008
H16 0.9642 -3.5167 -1.9098  0.008
O1 0.4330 0.4435 -0.1819  -0.046
O2 0.0569 -4.0963 0.5703  -0.055
O3 2.7471 4.1474 -0.0772  -0.060
O4 -0.4252 -0.8873 -3.4494  -0.051
O5 1.0525 1.1271 3.7004  -0.055
O6 -1.7770 2.3344 -2.3081  -0.052
O7 -2.8947 -0.1197 3.0285  -0.054
O8 1.2975 -3.5839 -2.8117  -0.055

Values from the calculation:
molar mass	144.12	u
frontier orbital gap	10.5	eV
total charge	0
LUMO level	-0.529	eV
multiplicity	1
structure (SMILES)	O.O.O.O.O.O.O.O



4) ORCA calculation (wB97M-V/def2-TZVPD) on a cluster of 8 separate species, H16O8 in total.

Each line ends with the Löwdin charge.
Geometry (Å):
O1 -14.5368 -8.1155 4.0162  -0.010
H1 -15.2675 -8.6393 4.1610  0.015
H2 -14.8104 -7.2319 4.3305  0.021
O2 -10.5219 -9.0705 3.5904  -0.013
H3 -9.6992 -9.5058 3.6529  0.036
H4 -11.0901 -9.3699 4.2825  -0.013
O3 -12.6447 -7.3775 1.2776  -0.080
H5 -12.9446 -6.6476 0.6762  0.056
H6 -12.3479 -7.0202 2.1030  -0.045
O4 -11.6370 -6.5637 3.7583  -0.059
H7 -11.1886 -7.4031 3.8652  0.013
H8 -12.1341 -6.4361 4.5742  -0.006
O5 -15.0283 -5.5657 5.0423  -0.019
H9 -14.2498 -5.8006 5.5493  -0.004
H10 -15.6937 -5.8566 5.6493  0.051
O6 -12.4964 -9.2394 5.4636  -0.066
H11 -13.1009 -8.7615 4.8646  0.002
H12 -13.0859 -9.8684 5.8893  0.055
O7 -12.5169 -6.0156 6.1879  -0.031
H13 -11.7764 -6.2869 6.7391  0.095
H14 -12.5204 -5.0631 6.2235  0.074
O8 -10.3214 -4.2513 4.4269  -0.100
H15 -9.6118 -4.7275 4.8740  0.024
H16 -10.9635 -5.0025 4.2266  0.005

Values from the calculation:
molar mass	144.12	u
frontier orbital gap	10.1	eV
total charge	0
LUMO level	0.016	eV
multiplicity	1
structure (SMILES)	O.O.O.O.O.O.O.O



Stability ranking, top and bottom: 4) is the most stable and 1) is the least stable.



1) ORCA calculation (wB97M-V/def2-TZVPD) on a cluster of 8 separate species, H16O8 in total.

Each line ends with the Löwdin charge.
Geometry (Å):
O1 -19.3730 -0.4130 15.1600  -0.030
H1 -19.1620 0.2850 15.8300  0.103
H2 -19.4210 -1.1140 15.7730  0.044
O2 -20.2670 4.0820 12.6940  -0.026
H3 -20.5620 3.4460 12.0810  -0.014
H4 -20.3530 4.9080 12.2170  0.059
O3 -18.1530 -2.1310 11.1120  -0.046
H5 -19.0790 -2.3540 11.1780  0.020
H6 -18.1050 -1.2510 11.4450  -0.028
O4 -19.0080 0.2450 12.3570  -0.033
H7 -19.4110 1.1140 12.3610  0.028
H8 -19.0520 0.0310 13.2610  -0.019
O5 -21.5580 -0.6030 11.1150  -0.061
H9 -20.8170 -0.5030 11.7400  0.005
H10 -21.7940 0.2330 10.7130  0.015
O6 -19.5400 2.4550 10.4980  -0.014
H11 -20.2430 2.0750 9.9840  0.042
H12 -18.7790 2.0520 10.1150  0.053
O7 -16.9770 -1.4960 14.1960  -0.060
H13 -17.7450 -1.0450 14.5430  -0.041
H14 -17.2240 -2.4300 14.0660  0.052
O8 -17.8770 3.1250 13.9290  -0.044
H15 -17.8580 2.8000 14.8340  0.028
H16 -18.7910 3.2960 13.7530  -0.032

Values from the calculation:
molar mass	144.12	u
frontier orbital gap	10.5	eV
total charge	0
LUMO level	-0.131	eV
multiplicity	1
structure (SMILES)	O.O.O.O.O.O.O.O



2) ORCA calculation (wB97M-V/def2-TZVPD) on a cluster of 8 separate species, H16O8 in total.

Each line ends with the Löwdin charge.
Geometry (Å):
O1 -2.3423 -1.4437 0.6276  -0.064
H1 -1.8463 -0.6642 0.3438  -0.007
H2 -2.5752 -1.8883 -0.1927  0.032
O2 0.4520 1.3639 2.1113  -0.055
H3 -0.0177 1.6929 2.8838  0.062
H4 0.6607 0.4399 2.3315  0.004
O3 0.2251 4.2904 1.1358  -0.061
H5 0.9342 4.4856 1.7549  0.032
H6 0.3299 3.3520 0.9411  0.000
O4 1.1420 -1.3722 2.4603  -0.056
H7 1.4055 -1.2816 1.5309  0.006
H8 0.9513 -2.3071 2.5718  0.057
O5 -0.4889 0.5718 -0.7209  -0.050
H9 0.1660 -0.0001 -1.1371  0.029
H10 -0.1337 0.7580 0.1617  0.021
O6 1.5015 -2.3176 -3.2341  -0.046
H11 2.3793 -1.9326 -3.1545  0.039
H12 0.9761 -1.8838 -2.5550  -0.002
O7 -2.7719 1.2528 -2.4700  -0.069
H13 -3.3832 1.7188 -1.8933  0.031
H14 -1.9537 1.1893 -1.9596  -0.015
O8 1.3597 -1.6498 -0.3846  -0.046
H15 0.7790 -2.3886 -0.6089  0.077
H16 2.2504 -1.9858 -0.5436  0.079

Values from the calculation:
molar mass	144.12	u
frontier orbital gap	10.5	eV
total charge	0
LUMO level	-0.359	eV
multiplicity	1
structure (SMILES)	O.O.O.O.O.O.O.O



3) ORCA calculation (wB97M-V/def2-TZVPD) on a cluster of 8 separate species, H16O8 in total.

Each line ends with the Löwdin charge.
Geometry (Å):
H1 0.3529 -1.1671 0.6314  -0.014
H2 1.8297 -0.9505 0.9044  0.102
H3 1.9968 -2.0426 5.1923  0.042
H4 1.0468 -1.7491 4.0842  0.005
H5 -2.0482 0.9484 -0.0679  0.126
H6 -1.6189 0.3676 1.3675  0.050
H7 -0.9158 0.4460 -1.6939  0.093
H8 0.3461 0.5686 -0.7547  0.028
H9 -2.5783 2.6703 2.6331  0.059
H10 -1.3065 3.3298 2.1908  -0.037
H11 1.9884 -2.2205 -3.3005  0.002
H12 2.1558 -2.4108 -4.8289  0.053
H13 -0.5166 -2.3852 -4.2354  -0.030
H14 -0.9685 -1.0460 -4.2604  0.027
H15 -0.9471 3.1102 0.4268  0.019
H16 0.3461 2.7678 0.9849  -0.025
O1 0.8912 -0.7249 1.2461  -0.062
O2 1.4781 -2.4839 4.4979  -0.060
O3 -1.2542 0.7198 0.5505  -0.161
O4 -0.4143 0.0517 -0.9210  -0.129
O5 -1.6293 2.5514 2.5183  -0.023
O6 2.5762 -2.0351 -4.0157  -0.065
O7 -0.7640 -1.7403 -3.6672  0.012
O8 -0.0464 3.4242 0.5173  -0.012

Values from the calculation:
molar mass	144.12	u
frontier orbital gap	8.3	eV
total charge	0
LUMO level	0.202	eV
multiplicity	1
structure (SMILES)	O.O.O.O.O.O.O.O



Stability ranking, top and bottom: 2) is the most stable and 3) is the least stable.